Record 1
58
Properties=species:S:1:pos:R:3:forces:R:3 method="wB97M-V/def2-TZVPD" total_energy_ev=-98388.0093 spin_multiplicity=1 lumo_energy_ha=0.1633 charge=-2 orbital_gap_ev=5.01
Pt 1.0519 0.0808 0.8546 -0.501 0.416 -0.002
O 3.0433 3.7283 1.8110 -0.142 -0.037 -0.038
C 2.5388 2.5989 1.9136 0.058 0.154 -0.196
O 1.7477 2.0868 1.0541 0.419 -0.141 0.086
C 2.8803 1.8492 3.2084 -0.077 -0.218 0.050
C 1.6898 1.3001 4.0324 0.058 -0.067 0.033
C 2.0999 1.3355 5.5156 0.053 -0.025 0.005
C 3.1728 0.2085 5.5340 -0.029 0.057 -0.036
C 3.0507 -0.3442 4.0922 -0.037 0.063 0.028
O 1.6767 -0.1105 3.8033 0.042 0.027 -0.051
C 3.7990 0.5912 3.1262 -0.124 0.028 0.125
C 4.0858 -0.0617 1.7643 0.106 -0.164 -0.342
O 5.2909 -0.2488 1.5219 -0.032 -0.076 0.041
O 3.1373 -0.4353 1.0058 0.189 0.207 0.188
H 3.3808 2.6084 3.8065 0.093 -0.002 0.017
H 0.7193 1.7222 3.7839 -0.013 -0.023 -0.019
H 1.2475 1.0772 6.1469 0.003 -0.004 0.008
H 2.4870 2.3071 5.8269 -0.002 -0.007 0.005
H 2.9327 -0.5627 6.2679 -0.005 0.005 0.013
H 4.1779 0.5816 5.7399 -0.011 -0.006 0.019
H 3.2814 -1.4012 3.9783 -0.021 -0.014 -0.028
H 4.7900 0.8057 3.5203 0.000 0.132 0.055
C -0.7344 -0.3366 0.6115 -0.021 -0.228 0.177
Ge -1.4034 -0.4984 -1.1643 0.209 0.068 -0.001
C -3.3816 -0.5147 -1.3702 -0.141 0.015 -0.029
C -3.9954 -0.5083 -2.6248 -0.112 0.022 -0.006
C -5.3787 -0.4565 -2.7572 0.060 -0.006 0.042
C -6.1829 -0.4039 -1.6238 0.005 0.003 -0.078
C -5.5944 -0.4054 -0.3684 0.128 -0.008 0.052
C -4.2073 -0.4607 -0.2465 -0.090 -0.034 -0.103
C -0.7943 1.0071 -2.2660 0.112 0.199 0.012
C -1.0705 2.3061 -1.8293 0.067 -0.018 -0.125
C -0.5312 3.4104 -2.4740 -0.034 -0.085 -0.011
C 0.3038 3.2344 -3.5711 -0.008 -0.014 0.009
C 0.5866 1.9529 -4.0203 -0.049 -0.009 0.026
C 0.0412 0.8502 -3.3697 -0.124 0.063 -0.050
C -0.7598 -2.1215 -2.0911 -0.034 -0.225 0.242
C 0.6072 -2.4117 -2.0275 -0.007 -0.081 -0.082
C 1.1059 -3.6085 -2.5286 -0.030 0.066 0.001
C 0.2457 -4.5495 -3.0842 0.011 0.018 0.003
C -1.1143 -4.2838 -3.1439 -0.016 0.112 0.010
C -1.6074 -3.0768 -2.6502 0.052 -0.007 -0.124
H -1.4527 -0.3931 1.4402 -0.064 -0.142 -0.078
H -3.3774 -0.5360 -3.5181 -0.020 0.020 0.014
H -5.8310 -0.4504 -3.7429 0.000 0.003 -0.010
H -7.2619 -0.3545 -1.7213 0.009 -0.008 -0.004
H -6.2154 -0.3576 0.5192 0.002 -0.004 0.014
H -3.7530 -0.4563 0.7386 0.003 0.012 0.001
H -1.6873 2.4545 -0.9490 0.041 -0.010 0.017
H -0.7354 4.4074 -2.1019 0.011 0.001 0.009
H 0.7543 4.0933 -4.0556 -0.013 0.000 -0.005
H 1.2516 1.8088 -4.8647 0.004 -0.004 0.003
H 0.2822 -0.1474 -3.7214 0.033 0.008 0.027
H 1.2758 -1.7052 -1.5429 0.003 -0.008 0.041
H 2.1681 -3.8144 -2.4628 -0.008 0.007 0.006
H 0.6338 -5.4908 -3.4583 0.005 0.003 -0.001
H -1.7940 -5.0172 -3.5647 -0.009 0.006 -0.004
H -2.6740 -2.8829 -2.7030 0.000 -0.039 0.043

=====

Record 2
64
Properties=species:S:1:pos:R:3:forces:R:3 method="wB97M-V/def2-TZVPD" e_above_lowest_kj_mol=39.32 total_energy_ev=-80636.4435 spin_multiplicity=1 lumo_energy_ha=0.0077 orbital_gap_ev=8.04
Pb 0.9086 -1.6063 0.5327 -0.535 0.159 0.190
S 2.9354 -0.7177 2.1653 0.185 0.216 0.196
C 1.7564 0.5206 2.3642 -0.083 0.083 -0.102
N 0.7101 0.5982 1.5751 -0.011 0.015 -0.079
C -0.1087 1.6805 1.8596 0.039 -0.057 -0.006
C -1.2682 2.0261 1.1727 -0.053 -0.091 -0.088
C -1.9606 3.1525 1.5757 0.004 -0.039 0.007
C -1.5166 3.9240 2.6548 0.056 -0.002 0.054
C -0.3676 3.5808 3.3491 -0.037 -0.041 0.001
C 0.3357 2.4553 2.9336 0.092 0.030 0.015
S 1.8181 1.7851 3.5630 -0.016 -0.041 0.013
H -1.6047 1.4088 0.3443 0.033 0.078 0.025
H -2.8629 3.4393 1.0506 0.018 -0.006 0.003
H -2.0748 4.8025 2.9542 -0.003 -0.044 -0.005
H -0.0343 4.1605 4.2014 0.003 0.025 -0.075
F -1.8649 -2.8676 -1.7180 -0.102 0.258 0.084
B -2.2642 -1.5347 -1.4799 -0.083 -0.047 -0.060
F -2.8688 -0.9782 -2.5994 0.110 -0.105 0.196
F -3.0945 -1.4759 -0.3452 0.099 0.031 -0.250
F -1.0698 -0.7651 -1.1838 -0.049 -0.095 0.166
N -1.5186 -2.0800 1.9612 -0.145 0.220 0.163
C -1.3796 -1.6042 3.2826 0.040 -0.099 0.006
C -1.9012 -0.3653 3.6458 -0.001 0.022 -0.016
C -1.6493 0.1533 4.9071 0.023 -0.026 -0.014
C -0.8992 -0.5654 5.8289 0.003 -0.005 0.022
C -0.4142 -1.8191 5.4814 -0.002 0.003 -0.054
C -0.6454 -2.3357 4.2148 0.020 0.035 0.004
H -2.2459 -1.6179 1.4225 0.024 -0.118 -0.059
H -1.6297 -3.0822 1.8942 -0.040 -0.018 0.020
H -2.4944 0.1932 2.9298 0.045 0.001 0.041
H -2.0397 1.1300 5.1672 -0.014 -0.026 -0.011
H -0.6948 -0.1552 6.8097 -0.031 -0.012 -0.021
H 0.1573 -2.3979 6.1966 0.001 0.020 -0.024
H -0.2503 -3.3083 3.9387 0.010 0.031 0.019
C 3.4382 0.1983 -2.0619 -0.008 -0.050 0.034
P 1.6603 -0.1876 -1.8244 0.406 0.149 -0.225
C 0.9281 1.4819 -1.9024 -0.075 0.004 0.044
C -0.1951 1.8607 -2.6333 0.000 0.001 0.058
C -0.7232 3.1381 -2.4975 0.017 0.006 0.007
C -0.1415 4.0547 -1.6361 0.036 0.022 -0.035
C 0.9769 3.6887 -0.9005 0.002 -0.018 -0.006
C 1.5000 2.4126 -1.0265 -0.010 -0.045 -0.013
C 1.3163 -1.2444 -3.2763 -0.154 0.010 0.045
C 0.1077 -1.2642 -3.9706 -0.051 -0.045 0.049
C -0.1306 -2.2182 -4.9511 0.019 -0.007 0.015
C 0.8308 -3.1691 -5.2554 0.007 -0.007 0.024
C 2.0333 -3.1695 -4.5616 -0.026 -0.007 -0.005
C 2.2671 -2.2266 -3.5746 0.034 0.080 -0.073
H 3.5967 0.6615 -3.0358 -0.006 0.001 -0.001
H 4.0322 -0.7102 -1.9912 0.019 0.025 0.038
H 3.7776 0.8724 -1.2789 -0.005 -0.036 0.011
H -0.6868 1.1724 -3.2993 -0.005 0.028 0.022
H -1.6071 3.4072 -3.0616 0.024 0.001 -0.021
H -0.5578 5.0494 -1.5349 -0.006 -0.034 0.016
H 1.4316 4.3882 -0.2099 -0.008 -0.016 -0.014
H 2.3496 2.1320 -0.4141 -0.048 0.038 0.010
H -0.6885 -0.5804 -3.7277 0.001 -0.094 0.025
H -1.0880 -2.2256 -5.4562 0.022 0.020 -0.001
H 0.6382 -3.9189 -6.0130 0.013 0.035 -0.001
H 2.7853 -3.9195 -4.7723 -0.005 0.018 0.001
H 3.1954 -2.2813 -3.0221 0.001 0.008 -0.025
N 0.3595 -4.4750 -1.6252 -0.073 0.093 0.055
C 1.1495 -3.9111 -0.9935 0.281 -0.634 -0.415
H -0.4544 -4.7504 -2.1425 -0.002 0.100 0.017

=====

Record 3
57
Properties=species:S:1:pos:R:3:forces:R:3 method="wB97M-V/def2-TZVPD" total_energy_ev=-106636.9713 spin_multiplicity=1 lumo_energy_ha=0.0266 orbital_gap_ev=8.55 smiles="CCOC(=O)[C@@H](c1ccc(Br)cc1)C(c1ccc2c(c1)CCO2)c1ccc2c(c1)CCO2"
C -4.1205 1.0691 -3.0713 -0.353 -0.146 -0.124
C -2.8659 1.7275 -2.5874 0.156 -0.277 -0.072
O -1.9376 0.6589 -2.2235 0.016 0.522 -0.082
C -0.9110 1.1292 -1.5255 -0.297 1.265 0.719
O -0.8258 2.3137 -1.2071 0.074 -1.375 -0.536
C 0.1148 0.0923 -1.0890 -0.664 0.062 -2.187
C 1.3323 0.4539 -1.9317 0.313 -0.340 -0.323
C 1.8769 1.7428 -1.9030 0.424 -0.280 -0.282
C 3.0683 2.0102 -2.5844 -0.168 -0.572 -0.020
C 3.7086 0.9775 -3.2822 -0.562 0.000 0.224
Br 5.4201 1.2957 -4.0503 -0.227 -0.042 0.009
C 3.1016 -0.2778 -3.4301 -0.105 0.488 0.177
C 1.8869 -0.5251 -2.7827 0.182 0.447 0.265
C 0.1458 0.1581 0.3913 -0.129 0.465 3.157
C 1.3127 -0.5141 1.1503 0.088 0.076 0.273
C 1.2269 -0.7117 2.5537 -0.530 0.261 -0.462
C 2.2717 -1.1774 3.3292 1.332 -0.505 -0.248
C 3.4914 -1.4498 2.6828 -0.360 0.507 -1.050
C 3.6181 -1.2399 1.2957 -0.831 -0.066 1.241
C 2.5457 -0.7759 0.5433 0.238 -0.292 0.040
C 5.0061 -1.5802 0.8750 0.175 0.083 -0.394
C 5.6661 -2.0035 2.1898 -0.211 -0.041 0.654
O 4.6474 -1.8749 3.2712 0.370 -0.118 -0.773
C -1.2587 -0.2162 0.9728 0.458 -0.262 0.132
C -1.4923 -1.4711 1.5695 0.368 0.446 -0.535
C -2.7029 -1.7984 2.1537 -0.999 0.392 -0.004
C -3.7476 -0.8640 2.0543 0.752 0.561 -0.288
C -3.5483 0.3945 1.4403 0.445 -1.403 0.426
C -2.2852 0.7407 0.9640 -0.497 -0.286 0.254
C -4.8665 1.0979 1.4025 -0.275 0.310 -0.262
C -5.7579 0.2092 2.2862 0.245 -0.439 0.282
O -5.0059 -1.0408 2.5525 -0.228 0.734 -0.449
H -4.8023 1.8332 -3.4626 0.061 -0.182 0.081
H -3.9088 0.3475 -3.8651 -0.049 0.114 0.062
H -4.6111 0.5413 -2.2459 0.025 0.063 -0.176
H -2.3729 2.3272 -3.3644 -0.187 -0.023 0.284
H -3.0471 2.3407 -1.6981 0.092 -0.047 -0.310
H -0.2381 -0.8999 -1.4078 0.073 0.229 0.070
H 1.3526 2.5418 -1.3770 0.332 -0.329 -0.032
H 3.4792 3.0111 -2.5596 0.137 -0.106 -0.011
H 3.5804 -1.0379 -4.0372 -0.077 0.062 0.066
H 1.3862 -1.4968 -2.8986 0.326 0.445 0.155
H 0.2131 1.2166 0.7111 0.246 -0.226 -0.530
H 0.2854 -0.4957 3.0651 0.317 -0.016 -0.232
H 2.1945 -1.3677 4.3962 -0.188 0.189 -0.157
H 2.7234 -0.6380 -0.5219 -0.186 0.005 0.414
H 5.4999 -0.7084 0.4321 0.022 -0.168 0.013
H 5.0140 -2.3876 0.1337 0.069 0.131 0.100
H 6.0007 -3.0487 2.1554 -0.132 0.299 0.226
H 6.5115 -1.3552 2.4531 -0.269 -0.231 0.080
H -0.6641 -2.1809 1.6074 -0.325 0.137 -0.004
H -2.8548 -2.7432 2.6668 0.010 0.107 -0.121
H -2.1224 1.7583 0.6100 0.072 -0.317 -0.040
H -4.8144 2.1253 1.7681 -0.054 -0.050 0.037
H -5.2617 1.1398 0.3753 0.161 0.003 0.217
H -6.7046 -0.0629 1.7991 0.335 0.013 0.271
H -5.9543 0.6896 3.2550 -0.011 -0.277 -0.224